Record 1
Formula: C5H11NP
Source: the Open Molecules 2025 dataset
Level of theory: ωB97M-V/def2-TZVPD

The geometry in XYZ format:
```
18
Properties=species:S:1:pos:R:3:forces:R:3
C 3.332498 0.248357 -0.271998 -1.42 -0.25 0.46
C 2.314909 0.034026 -1.096453 -1.50 -1.67 1.06
C 0.906974 -0.149494 -0.514473 0.36 -0.35 0.42
C -0.224062 0.029349 -1.138396 -1.88 -0.46 1.43
C -2.129042 -0.229581 0.092334 2.31 0.45 -6.41
N -1.582772 -0.969317 1.212595 -1.04 0.12 -1.31
P -2.591195 1.547948 0.281549 1.13 -0.13 1.38
H 4.306392 0.320421 -0.609065 1.84 0.00 -0.85
H 3.240979 0.280806 0.809150 -0.37 0.45 -0.10
H 2.400417 -0.423765 -2.089398 0.25 1.13 0.03
H 0.800822 -0.534465 0.514261 0.84 0.30 0.04
H -0.300824 0.372812 -2.141978 -0.86 0.26 -0.64
H -2.656771 -0.793496 -0.768716 0.73 0.48 2.16
H -0.606365 -1.219571 0.963669 -0.38 -0.29 0.64
H -1.645034 -0.178056 1.867273 0.34 -1.14 1.27
H -2.238744 -1.770463 1.282570 0.93 0.25 1.15
H -2.055832 1.477615 1.665716 -0.81 0.40 -0.63
H -1.272350 1.956875 -0.058642 -0.47 0.46 -0.11
```
Positions in Å, forces in eV/Å.

Summary:
Frontier orbital gap in eV: 8.82
Energy above the lowest of the compared OMol25 structures with the same formula, charge and spin in eV: 4.8380
Charge: +1
LUMO level in Eh: -0.1572
HOMO in Eh: -0.481

Here are the Mulliken charges for atoms 1 to 4, given in e:
1. C -0.710
2. C -0.284
3. C -0.080
4. C -0.170

Record 2
Formula: C9H23FFeNO4S
Source: the Open Molecules 2025 dataset
Level of theory: ωB97M-V/def2-TZVPD

The geometry in XYZ format:
```
40
Properties=species:S:1:pos:R:3:forces:R:3
Fe -2.454894 0.580604 0.220725 2.22 -1.60 0.03
F -1.469669 -1.090349 -0.064305 -1.28 1.39 0.11
C -1.482400 -1.504714 3.371611 -0.21 0.24 -0.76
O -0.428469 -1.792815 2.476266 0.15 -0.32 0.02
H -1.150705 -1.728501 4.382500 -0.01 0.25 0.03
H -1.740759 -0.451763 3.203529 -0.20 0.07 0.76
H -2.400232 -2.071956 3.179095 0.17 -0.26 -0.01
H -0.759570 -1.678352 1.574070 0.09 -0.04 0.06
C -1.768425 0.897558 -2.655293 -0.74 0.27 -0.67
O -1.677509 1.571868 -1.371989 -0.07 -0.35 -0.11
H -0.824030 0.919520 -3.192972 0.03 0.26 0.14
H -2.055447 -0.147782 -2.543090 0.07 0.06 0.50
H -2.574699 1.413562 -3.179368 0.27 -0.18 -0.42
H -1.224439 2.412686 -1.494979 0.07 -0.05 0.22
C -0.223201 -4.028676 -1.982197 0.23 -1.72 -0.23
O -1.465613 -3.688656 -1.384487 0.62 0.78 0.01
H -0.367818 -4.246050 -3.043335 0.01 0.48 -0.07
H 0.629014 -3.364799 -1.823753 -0.38 0.50 -0.03
H 0.121309 -4.992703 -1.585020 -0.08 0.08 0.17
H -1.283332 -2.904866 -0.853322 -0.45 -0.08 0.14
N 1.142732 -0.282321 -1.601855 0.66 -0.61 0.13
C 1.895875 0.341601 -0.621189 -1.11 1.10 -0.94
C 2.847351 1.066888 -1.296010 1.04 -0.14 0.83
C 2.860398 0.669755 -2.640440 -0.67 -0.18 -0.89
C 1.783147 -0.169729 -2.814773 -0.64 0.50 0.48
H 0.289090 -0.804856 -1.491100 0.18 -0.17 0.48
H 1.589667 0.411183 0.408382 -0.13 -0.31 -0.02
H 3.528236 1.790637 -0.872454 0.11 -0.26 0.18
H 3.541413 0.977566 -3.416025 0.00 0.08 0.05
H 1.286020 -0.597882 -3.670312 0.44 -0.12 -0.18
C 0.541124 3.341811 1.567272 0.03 -0.85 0.77
S -0.639288 2.345804 2.501836 0.06 0.48 1.53
O -1.197537 1.263979 1.584413 -0.12 0.22 -0.39
C 0.503402 1.431267 3.566536 0.72 -0.84 -0.90
H 1.261060 2.647969 1.133854 -0.22 0.22 -0.69
H 1.103572 3.946281 2.280332 -0.30 0.14 0.13
H -0.068458 3.975532 0.931058 0.35 -0.07 -0.39
H 1.113837 0.840409 2.874411 0.04 0.11 -0.06
H 0.032968 0.666750 4.180502 -0.58 0.43 0.04
H 1.186278 2.033541 4.161878 -0.38 0.46 -0.06
```
Positions in Å, forces in eV/Å.

Summary:
Multiplicity: 5
Frontier orbital gap (alpha / beta) in eV: 6.06 / 5.93
Energy above the lowest of the compared OMol25 structures with the same formula, charge and spin in eV: 0.0000
Charge: +1
LUMO level (alpha / beta) in Eh: -0.1805 / -0.1855
<S²>: 6.007
HOMO (alpha / beta) in Eh: -0.403 / -0.403

Here are the Mulliken charges for atoms 1 to 4, given in e:
1. Fe 0.856
2. F -0.551
3. C -0.493
4. O -0.455

Record 3
Formula: C3H4F2O
Source: the Open Molecules 2025 dataset
Level of theory: ωB97M-V/def2-TZVPD

The geometry in XYZ format:
```
10
Properties=species:S:1:pos:R:3:forces:R:3
C 0.722620 0.035752 -0.034534 0.58 0.91 -0.45
C -0.332196 -0.809144 -0.651531 -0.44 -2.01 -0.07
C -0.420544 0.730593 0.673599 -1.21 2.68 0.79
H -0.267112 -1.045783 -1.748897 -0.39 0.48 1.08
H -0.324514 -1.720430 -0.021754 -0.18 -0.09 -0.74
H -0.603588 0.537067 1.736917 0.33 -0.14 -0.19
H -0.449812 1.905944 0.512466 0.14 -2.45 0.20
O -1.420283 0.029289 -0.141067 1.85 0.24 -0.40
F 1.308244 0.891561 -0.897205 0.19 0.60 -0.75
F 1.787181 -0.554847 0.572004 -0.88 -0.21 0.52
```
Positions in Å, forces in eV/Å.

Summary:
Frontier orbital gap in eV: 11.54
Energy above the lowest of the compared OMol25 structures with the same formula, charge and spin in eV: 1.2657
LUMO level in Eh: 0.0365
HOMO in Eh: -0.388

Here are the Mulliken charges for atoms 1 to 4, given in e:
1. C 1.012
2. C -0.525
3. C -0.538
4. H 0.291

Q: Which E_tot values were calculated for the entries above? A: -16129.50977, -67317.49636, -10656.69372, in eV.